1.
# C23H28N4O4

An isolated molecule of C23H28N4O4 (ωB97M-V/def2-TZVPD, OMol25).

The geometry in XYZ format:
```
59
Properties=species:S:1:pos:R:3:forces:R:3
C -3.67033 -3.39462 -3.73106 0.1 -0.1 0.0
C -2.73746 -2.31075 -3.28826 0.0 0.1 0.0
C -2.51818 -2.07198 -1.93722 0.0 0.1 -0.1
C -1.62939 -1.10099 -1.51912 0.1 0.1 -0.1
C -0.93057 -0.35398 -2.45784 -0.3 -0.4 -0.2
C -1.17507 -0.54939 -3.81155 0.0 0.1 0.2
C -2.06386 -1.52732 -4.21683 0.0 0.0 0.0
H -2.23987 -1.67865 -5.27198 0.0 0.0 -0.1
H -0.67706 0.07019 -4.54370 0.1 0.1 0.0
N -0.02428 0.64810 -2.01671 -0.3 0.2 0.1
C 1.29748 0.68807 -2.28729 0.1 -0.2 -0.3
O 2.00875 1.57620 -1.82983 0.3 0.1 -0.1
C 1.90479 -0.42551 -3.11759 0.2 0.0 0.1
H 1.15840 -0.99206 -3.66814 0.1 0.0 0.0
C 2.67115 -1.38505 -2.19204 -0.2 0.0 -0.1
C 1.66797 -2.13047 -1.32637 0.5 0.1 -0.1
O 1.02449 -3.06594 -1.74675 -0.1 -0.2 -0.1
N 1.54932 -1.61629 -0.07041 0.2 0.3 0.1
C 0.71765 -2.02730 0.96897 -0.3 -0.2 0.3
N 0.92946 -1.35695 2.09513 0.3 0.1 -0.3
C 0.18235 -1.64101 3.14655 -0.2 -0.1 0.1
C -0.80889 -2.60702 3.13453 -0.1 0.0 0.0
C -1.01552 -3.31330 1.95785 0.1 0.2 0.1
C -0.24235 -3.03043 0.84724 0.0 -0.1 -0.1
H -0.36841 -3.55211 -0.08564 0.0 0.0 0.0
H -1.77567 -4.07904 1.90435 0.0 -0.1 0.0
H -1.40024 -2.80138 4.01492 0.0 0.0 0.1
H 0.39854 -1.06366 4.03575 -0.1 0.0 0.1
H 2.13548 -0.83539 0.19681 0.0 -0.1 -0.1
H 3.19906 -2.11646 -2.80529 0.0 0.0 0.1
H 3.39142 -0.82849 -1.59194 0.0 0.0 0.0
H 2.60888 0.03265 -3.81454 -0.1 0.0 0.0
C -0.59392 1.69693 -1.18027 0.0 0.3 0.2
H -1.66889 1.73247 -1.36266 0.2 0.0 0.1
C -0.36743 1.47997 0.32632 0.0 0.1 -0.6
O -1.26572 1.14086 1.07151 -0.4 -0.1 0.2
N 0.89453 1.71886 0.71121 0.6 0.2 0.2
H 1.56919 1.97829 -0.00268 -0.2 -0.1 0.0
C 1.30982 1.71451 2.09138 0.2 0.2 0.5
H 2.18456 1.07316 2.22424 -0.1 0.0 0.0
H 0.48638 1.30407 2.67829 0.1 0.0 0.0
C 1.64667 3.13662 2.57823 -0.2 -0.2 -0.5
H 2.45627 3.53950 1.95668 -0.1 0.0 0.0
C 0.40458 4.05358 2.57357 0.1 0.0 0.0
H 0.49508 4.85430 1.84257 -0.1 0.0 0.0
H -0.48469 3.46906 2.33865 0.0 0.0 -0.1
C 0.33872 4.58311 4.00858 0.2 -0.2 0.1
H -0.67955 4.71607 4.36504 -0.1 0.1 0.0
C 1.09062 3.49480 4.77349 -0.3 0.2 0.2
H 1.54633 3.83981 5.70205 -0.1 0.0 0.0
O 2.13446 3.09819 3.90879 0.2 -0.1 0.0
H 0.42613 2.64614 4.99040 0.0 0.1 0.0
H 0.87357 5.52949 4.09290 0.0 0.0 0.0
H -0.13508 2.64807 -1.46883 -0.1 -0.1 0.0
H -1.48180 -0.91594 -0.46668 0.0 0.0 0.1
H -3.04799 -2.65529 -1.19879 -0.1 -0.1 0.1
H -4.06560 -3.18901 -4.72287 -0.1 0.0 -0.1
H -4.49796 -3.50291 -3.03396 -0.1 0.0 0.0
H -3.13634 -4.34441 -3.76915 0.0 -0.1 0.0
```
Positions in Å, forces in eV/Å.

Values from the calculation:
* frontier orbital gap: 9.533 eV
* energy above the lowest of the compared OMol25 structures with the same formula, charge and spin: 0.0 kJ/mol
* LUMO energy: 0.027 hartree
* HOMO energy: -8.8 eV



2.
# C23H28N4O4S

An isolated molecule of C23H28N4O4S (ωB97M-V/def2-TZVPD, OMol25).

The geometry in XYZ format:
```
60
Properties=species:S:1:pos:R:3:forces:R:3
C -4.27665 -4.58433 1.48323 0.2 0.1 -0.1
H -5.02432 -5.15687 0.93894 -0.1 -0.1 0.0
C -3.38292 -3.81864 0.51643 -0.3 0.0 0.0
C -4.19026 -2.83335 -0.32633 0.4 -0.1 0.0
C -3.34099 -2.13853 -1.39176 -0.5 -0.3 -0.1
N -2.23996 -1.38533 -0.81712 0.2 0.0 0.0
C -2.43297 -0.15428 -0.26996 0.2 0.8 0.5
N -1.51684 0.55145 0.29862 -0.5 -0.1 0.1
C -0.24292 0.05699 0.35972 0.5 -0.7 -0.2
C 0.76937 0.80207 0.96779 -0.1 -0.2 -0.1
C 2.05976 0.33386 0.98623 0.1 0.0 0.0
C 2.41111 -0.90621 0.41234 -0.6 0.0 0.0
C 1.38881 -1.65354 -0.17346 0.1 0.0 0.0
C 0.08303 -1.18226 -0.21130 0.2 0.5 0.3
C -0.96569 -1.97156 -0.84867 0.1 -0.1 -0.1
O -0.79443 -3.04761 -1.38386 0.1 -0.1 0.0
H 1.56776 -2.62643 -0.60262 0.1 -0.1 0.0
N 3.69316 -1.41490 0.47854 0.4 -0.3 0.2
C 4.75171 -0.72226 1.18425 0.2 0.3 -0.2
H 4.36103 -0.20196 2.05665 0.0 0.0 0.0
C 5.48980 0.23682 0.24150 -0.1 0.0 0.4
H 6.33920 0.70601 0.74033 -0.1 0.0 0.0
O 6.02047 -0.46792 -0.85912 0.1 0.0 0.0
C 5.01172 -1.16175 -1.55937 -0.2 -0.3 -0.1
H 5.51629 -1.69439 -2.36663 -0.1 0.0 0.0
C 4.25751 -2.13951 -0.64507 0.2 0.2 -0.4
H 3.48365 -2.64514 -1.21656 0.0 0.0 0.0
H 4.95705 -2.88565 -0.25476 -0.1 0.0 -0.1
H 4.29242 -0.44576 -1.98892 0.1 -0.1 0.0
H 4.79673 1.01678 -0.11184 0.1 0.0 0.0
H 5.46095 -1.48323 1.52867 0.0 0.1 0.0
H 2.81189 0.95715 1.44300 0.1 0.0 0.0
H 0.52621 1.75606 1.40990 0.0 0.2 0.0
S -4.04800 0.54018 -0.38558 -0.4 0.1 -0.1
C -3.91803 2.01974 0.66820 0.0 -0.2 -0.2
H -3.26844 1.75784 1.50272 -0.1 0.0 0.1
C -3.39652 3.26728 -0.04670 0.1 -0.5 0.1
O -4.07516 4.26111 -0.18812 -0.4 0.4 0.0
N -2.12958 3.13245 -0.46259 0.4 0.0 -0.2
H -1.64901 2.26133 -0.23049 -0.2 0.2 0.0
C -1.36808 4.19659 -1.08553 -0.1 -0.1 -0.1
C -0.00463 4.25762 -0.48435 -0.3 0.5 0.6
C 0.44738 4.76601 0.69866 -0.3 -0.2 -0.6
C 1.82852 4.45780 0.76114 0.2 -0.3 -0.4
C 2.11005 3.78132 -0.38427 0.5 0.2 0.7
O 1.00933 3.65191 -1.14142 -0.2 -0.2 -0.4
H 3.02034 3.36402 -0.76653 0.1 -0.1 -0.1
H 2.50985 4.70895 1.54797 0.2 0.0 0.1
H -0.13005 5.29793 1.42650 -0.2 0.1 0.1
H -1.91801 5.12815 -0.92678 0.1 -0.1 -0.1
H -1.27451 4.01068 -2.16207 0.0 0.2 0.1
H -4.93398 2.20877 1.01317 0.1 0.0 0.0
H -2.88712 -2.88677 -2.04656 -0.1 0.2 0.0
H -3.95838 -1.45863 -1.98503 0.1 -0.1 -0.1
H -4.65056 -2.08545 0.32233 -0.1 0.0 0.0
H -4.99184 -3.36614 -0.84058 -0.1 0.0 0.0
H -2.86594 -4.51903 -0.14196 0.1 0.0 0.0
H -2.62025 -3.27831 1.08283 0.1 0.0 0.0
H -4.79187 -3.89847 2.15261 -0.1 0.0 0.1
H -3.68717 -5.27269 2.08366 0.0 -0.1 0.1
```
Positions in Å, forces in eV/Å.

Values from the calculation:
* frontier orbital gap: 7.952 eV
* energy above the lowest of the compared OMol25 structures with the same formula, charge and spin: 233.7 kJ/mol
* LUMO energy: 0.014 hartree
* HOMO energy: -7.6 eV



3.
# C23H28N4O6S2

An isolated molecule of C23H28N4O6S2 in a non-equilibrium geometry (ωB97M-V/def2-TZVPD, OMol25).

The geometry in XYZ format:
```
63
Properties=species:S:1:pos:R:3:forces:R:3
C 0.65344 -0.45530 4.33953 0.0 -0.1 -0.1
C 0.87552 -0.53322 2.83995 -0.2 -0.5 -0.2
C 2.35897 -0.50664 2.49967 0.0 0.0 0.0
H 2.53613 -0.44920 1.42712 0.1 0.0 -0.1
H 2.82386 0.35736 2.97172 0.1 0.1 0.0
H 2.83559 -1.40676 2.88118 0.0 0.0 0.0
C 0.08412 0.56451 2.10670 -0.2 0.6 0.6
N -0.17449 0.11236 0.75158 -0.7 0.6 -0.3
C 0.06963 -1.28550 0.52201 0.3 -0.9 -0.2
H 1.02762 -1.43346 0.01664 -0.2 0.1 0.0
H -0.72786 -1.72629 -0.07595 0.1 -0.1 -0.1
S 0.11426 -2.07824 2.14981 -0.1 0.4 0.1
S -1.37920 0.85696 -0.11171 0.4 -0.1 -0.1
O -1.05668 0.67408 -1.49730 -0.4 -0.4 0.1
O -1.43121 2.20832 0.38155 -0.6 -0.2 0.4
C -2.89341 0.01308 0.29863 0.6 0.3 -0.3
C -3.57003 0.38508 1.44101 -0.1 0.2 0.3
C -4.70589 -0.31931 1.80589 0.1 0.0 -0.1
C -5.13955 -1.37982 1.02302 0.0 0.0 0.0
C -4.45458 -1.73406 -0.12959 0.1 0.1 0.0
C -3.32002 -1.03053 -0.49933 0.0 -0.1 -0.2
H -2.76733 -1.26553 -1.39517 0.0 -0.1 -0.1
H -4.80361 -2.55242 -0.74045 0.0 -0.1 -0.1
H -6.02218 -1.93041 1.31037 -0.1 0.0 0.0
H -5.25104 -0.04679 2.69493 0.0 0.1 0.1
H -3.20957 1.22456 2.01606 -0.1 0.1 0.1
C 0.85625 1.89719 2.11673 -0.2 -0.3 -0.4
O 1.02649 2.53975 3.12700 0.0 0.2 0.5
N 1.30251 2.22499 0.89587 0.5 0.1 -0.3
H 1.11186 1.57209 0.14909 0.1 0.0 0.2
C 2.11675 3.34523 0.52248 0.1 0.1 0.0
C 1.31970 4.58328 0.05311 0.5 -0.3 0.3
O 1.91163 5.57855 -0.26950 0.0 0.0 0.0
O 0.00595 4.49853 -0.02015 -0.6 0.1 -0.1
H -0.40047 3.64308 0.23769 0.4 0.1 0.0
H 2.73358 3.66118 1.36917 -0.1 0.0 -0.1
C 3.00494 2.87744 -0.65321 0.1 0.1 0.4
N 2.20629 2.23561 -1.67006 -0.2 0.2 0.0
C 2.30006 0.88913 -1.92087 -0.1 0.5 -0.3
O 2.99643 0.15260 -1.24737 0.3 -0.4 0.2
N 1.59927 0.48497 -3.02128 -0.2 -0.2 -0.3
H 0.72735 0.94841 -3.22441 0.1 0.1 0.1
C 1.75564 -0.86529 -3.52872 0.1 0.0 0.0
C 0.75632 -1.86501 -3.00395 0.1 -0.1 0.0
C 1.16193 -2.86955 -2.13416 0.0 0.0 -0.2
C 0.25758 -3.81141 -1.67536 0.0 -0.1 0.1
C -1.06430 -3.75881 -2.08398 0.0 -0.1 0.1
C -1.47512 -2.76132 -2.95149 -0.2 0.0 -0.2
C -0.57341 -1.81630 -3.40630 0.1 -0.1 0.0
H -0.90206 -1.04406 -4.08655 0.0 0.1 -0.1
H -2.50102 -2.73533 -3.29522 -0.1 0.0 0.0
H -1.77192 -4.49518 -1.72849 0.0 -0.1 0.0
H 0.58210 -4.58674 -0.99749 0.0 -0.1 0.1
H 2.19508 -2.91556 -1.82396 0.1 0.0 0.1
H 1.67976 -0.81375 -4.62008 0.1 -0.1 0.1
H 2.76644 -1.17640 -3.25557 -0.1 0.0 -0.2
H 1.64069 2.81628 -2.26613 0.1 -0.1 -0.2
H 3.53891 3.73829 -1.06227 -0.1 -0.1 0.0
H 3.71808 2.12581 -0.30709 -0.1 0.2 0.0
H -0.86342 0.73825 2.63445 0.2 0.0 0.1
H 1.25962 -1.20426 4.84466 0.0 0.0 0.1
H -0.39149 -0.62929 4.58722 -0.1 0.0 0.0
H 0.93953 0.53478 4.68831 0.1 0.0 0.1
```
Positions in Å, forces in eV/Å.

Values from the calculation:
* frontier orbital gap: 9.317 eV
* energy above the lowest of the compared OMol25 structures with the same formula, charge and spin: 14.5 kJ/mol
* LUMO energy: 0.006 hartree
* HOMO energy: -9.1 eV



4.
# C23H28N5

A 2-piece molecular cluster, C23H28N5 overall in a non-equilibrium geometry (ωB97M-V/def2-TZVPD, OMol25).

The geometry in XYZ format:
```
56
Properties=species:S:1:pos:R:3:forces:R:3
C 2.40571 -2.85740 2.57381 0.1 -0.7 0.0
C 2.02489 -1.45707 2.39463 0.7 1.3 0.0
N 2.91112 -0.42842 2.50879 -0.8 -1.2 -0.1
C 4.35053 -0.59797 2.60189 0.4 -0.2 0.1
C 2.25115 0.79599 2.35403 -0.8 0.2 -0.9
C 0.88493 0.51443 2.08910 0.7 0.5 0.4
C 0.01093 1.55396 1.78795 0.3 0.5 0.1
C 0.50903 2.86557 1.78324 0.0 -0.4 -0.1
C 1.87679 3.12357 2.00848 0.0 -0.3 0.1
C 2.78009 2.07767 2.27582 -0.4 0.3 0.0
C 0.74480 -0.92956 2.13903 -1.4 0.0 0.0
C -0.41818 -1.66780 1.87084 1.5 -0.4 2.7
C -1.76885 -1.18044 2.11754 -1.1 0.2 -0.4
C -2.04093 -0.26266 3.16055 0.2 0.0 -0.3
C -3.30615 0.29786 3.31082 0.4 -0.3 0.0
C -4.34810 -0.05174 2.43571 0.5 0.0 -0.1
C -5.66117 0.65760 2.51937 -0.4 0.0 0.0
C -4.12626 -1.05406 1.47415 0.1 0.0 0.2
C -2.87123 -1.64320 1.34852 0.3 0.1 0.2
H 1.54162 -3.43002 2.91723 0.2 0.0 0.0
H 2.73183 -3.30240 1.62584 0.0 0.1 0.1
H 3.20796 -2.97472 3.30716 -0.1 0.0 -0.1
H 4.81682 0.39082 2.63208 -0.1 -0.3 0.1
H 4.62326 -1.16339 3.50510 -0.1 0.3 -0.2
H 4.72860 -1.14626 1.72373 -0.2 0.3 0.3
H -1.03644 1.33115 1.59032 0.3 0.3 0.0
H -0.18503 3.69129 1.58595 0.4 -0.3 0.1
H 2.22827 4.15816 1.97149 0.0 -0.4 0.0
H 3.85000 2.24594 2.40484 -0.4 0.2 0.0
H -0.30280 -2.75322 1.79908 0.0 0.3 -0.1
H -1.22517 -0.02460 3.84769 -0.3 0.1 -0.2
H -3.47501 1.02140 4.11819 0.0 -0.3 -0.4
H -6.35968 0.23323 1.79664 0.0 0.1 0.1
H -6.10239 0.57474 3.51810 0.1 0.0 -0.1
H -5.55768 1.72791 2.30222 0.1 -0.2 0.0
H -4.95949 -1.37679 0.83480 0.5 0.1 0.3
H -2.72796 -2.47736 0.65144 0.0 0.4 0.1
N 0.38430 -6.58727 1.83735 -0.4 2.6 -2.2
N 0.17097 -5.68550 1.15731 0.1 -2.4 2.4
N -0.19605 -4.64104 0.60005 0.3 -0.5 0.1
C 0.41830 -4.42996 -0.70738 0.3 0.3 -1.0
C -0.07967 -3.10851 -1.28740 -1.0 -0.7 0.1
C 0.68016 -2.76856 -2.55962 0.0 0.3 0.1
C 0.63041 -1.22695 -2.63130 -0.5 -0.1 -0.2
C 0.33514 -0.75239 -1.20218 0.3 0.5 0.5
N 0.03028 -1.94921 -0.40775 -1.3 0.1 0.3
H 1.53123 -4.42866 -0.68522 -0.5 0.0 0.3
H 0.10481 -5.19877 -1.44662 0.2 0.1 0.5
H -1.15945 -3.26586 -1.49087 0.4 0.0 -0.3
H 1.71788 -3.11648 -2.47363 -0.2 0.0 -0.1
H 0.18430 -3.25978 -3.40410 0.4 0.2 0.0
H 1.56589 -0.79772 -3.00689 -0.4 -0.1 -0.1
H -0.21958 -0.93701 -3.26216 0.4 0.1 -0.1
H 1.20484 -0.25740 -0.75100 -0.1 0.0 -0.1
H -0.49506 -0.02816 -1.14608 0.3 -0.2 -0.2
H -0.87828 -1.79156 0.10026 1.2 -0.4 -1.7
```
Positions in Å, forces in eV/Å.

Values from the calculation:
* total charge: +1
* frontier orbital gap: 6.828 eV
* energy above the lowest of the compared OMol25 structures with the same formula, charge and spin: 61.3 kJ/mol
* LUMO energy: -0.159 hartree
* HOMO energy: -11.1 eV